This record from the Open Molecules 2025 dataset describes a molecular structure, C27H37AsF3HgN3PS4 in a non-equilibrium geometry. The level of theory is wB97M-V/def2-TZVPD.

Structure (XYZ):
```
77
Properties=species:S:1:pos:R:3:forces:R:3
Hg -1.941 0.330 -2.075 0.81 -0.02 0.73
C -1.302 -1.002 5.257 0.06 0.19 -0.11
C -0.687 0.208 4.537 0.17 0.04 0.10
C -1.367 1.495 5.023 0.06 -0.16 -0.01
C 0.802 0.268 4.892 -0.22 0.00 -0.04
C -0.919 0.108 3.038 0.16 -0.04 -0.26
C -2.240 -0.003 2.548 -0.17 -0.06 0.21
C -2.447 0.029 1.185 -0.24 -0.07 0.02
N -1.488 0.112 0.284 0.20 -0.13 0.37
C -0.194 0.154 0.715 0.18 0.04 -0.40
C 0.083 0.185 2.104 0.08 -0.01 0.41
C 0.817 0.195 -0.293 -0.30 -0.04 0.25
C 2.206 0.174 -0.019 0.30 -0.01 0.01
C 3.143 0.215 -1.025 -0.39 -0.02 0.13
C 2.660 0.265 -2.347 0.21 -0.03 -0.11
C 1.291 0.292 -2.548 0.04 0.02 -0.20
N 0.390 0.266 -1.590 0.50 -0.16 0.18
C 4.625 0.249 -0.686 0.15 0.01 0.08
C 4.896 1.519 0.131 0.04 -0.13 -0.08
C 5.004 -0.993 0.135 -0.02 0.15 -0.08
C 5.505 0.282 -1.938 -0.14 0.01 0.16
H -1.130 -0.938 6.333 0.03 0.04 0.07
H -0.859 -1.926 4.892 0.02 -0.12 -0.05
H -2.375 -1.046 5.091 -0.13 -0.08 -0.03
H -1.270 1.595 6.103 0.03 0.05 0.18
H -2.423 1.485 4.767 -0.11 0.04 0.01
H -0.917 2.361 4.542 0.04 0.10 -0.02
H 0.927 0.346 5.973 -0.02 0.01 0.07
H 1.280 1.131 4.433 0.07 0.06 -0.03
H 1.312 -0.633 4.555 0.09 -0.06 -0.03
H -3.085 -0.098 3.217 -0.05 0.05 -0.03
H -3.453 -0.006 0.784 -0.15 0.00 -0.10
H 1.109 0.294 2.415 0.09 -0.01 0.09
H 2.530 0.115 1.010 0.04 0.02 0.06
H 3.320 0.268 -3.200 0.01 0.05 -0.08
H 0.893 0.344 -3.555 -0.12 0.01 -0.15
H 4.322 1.519 1.053 -0.05 0.01 0.12
H 4.605 2.397 -0.441 -0.01 0.12 -0.05
H 5.954 1.595 0.379 0.18 0.03 0.05
H 4.448 -1.031 1.069 -0.06 -0.03 0.08
H 6.069 -0.992 0.371 0.10 0.04 0.02
H 4.779 -1.895 -0.431 -0.03 -0.12 -0.03
H 5.279 1.156 -2.548 0.01 0.03 -0.08
H 5.353 -0.614 -2.537 0.00 -0.06 -0.13
H 6.555 0.327 -1.651 0.09 0.00 0.04
S -4.964 -1.375 -4.758 0.03 -0.83 0.11
As -4.149 0.458 -4.141 -0.69 0.08 -0.63
S -1.953 0.531 -4.461 0.36 0.01 -1.25
S -4.309 0.702 -1.934 -1.21 0.09 0.44
S -5.110 2.028 -5.140 -0.10 0.76 -0.14
C -1.980 4.785 -2.280 0.06 -0.30 0.09
P -1.445 3.220 -1.461 0.07 0.27 0.06
C 0.311 3.639 -1.081 -0.25 0.04 -0.01
C -2.189 3.492 0.199 0.12 0.01 -0.20
H -1.738 5.649 -1.661 0.01 0.15 0.04
H -3.054 4.737 -2.453 -0.07 -0.01 -0.03
H -1.492 4.873 -3.249 0.03 0.00 -0.07
H 0.398 4.621 -0.611 0.09 0.09 0.03
H 0.885 3.615 -2.007 0.08 0.03 -0.03
H 0.710 2.875 -0.415 0.07 -0.03 0.05
H -1.916 4.469 0.603 -0.04 0.08 0.08
H -1.848 2.704 0.869 0.00 -0.02 0.09
H -3.271 3.411 0.097 -0.06 -0.01 0.05
F -2.678 -7.249 -2.233 -0.11 0.39 -0.17
C -1.681 -6.551 -1.644 -0.01 -1.30 0.40
F -1.752 -6.916 -0.332 -0.01 0.45 -0.09
F -0.540 -7.111 -2.093 0.14 0.34 -0.17
C -1.759 -5.081 -1.844 -0.11 1.21 -0.10
C -0.717 -4.362 -2.444 -0.44 -1.00 0.31
C -0.829 -2.993 -2.531 -0.45 0.70 0.17
N -1.877 -2.309 -2.062 0.17 -0.92 0.02
C -2.888 -3.001 -1.529 0.12 0.62 -0.14
C -2.883 -4.372 -1.395 0.75 -0.90 -0.22
H 0.151 -4.878 -2.826 0.06 0.04 0.00
H -0.047 -2.401 -2.988 0.04 0.07 -0.02
H -3.734 -2.413 -1.193 -0.05 0.12 -0.06
H -3.715 -4.895 -0.952 -0.12 0.02 0.06
```
Forces are in eV/Å.

Relative energy (zero: lowest compared OMol25 entry of this formula, charge and spin) (kJ/mol): 99.4
Energy (Ha): -5838.35051
Kohn-Sham gap (alpha / beta) (eV): 4.0039 / 4.4576
Net charge: -2
Spin multiplicity: 2



This record from the Open Molecules 2025 dataset describes a molecular structure, C7H15N in a non-equilibrium geometry. The level of theory is wB97M-V/def2-TZVPD.

Structure (XYZ):
```
23
Properties=species:S:1:pos:R:3:forces:R:3
C 2.073 -0.037 -0.525 0.72 -1.65 0.65
C 1.550 -1.439 0.086 -3.47 -2.83 0.31
C -0.054 -1.173 0.006 -0.45 3.26 2.64
C -1.595 -1.523 -0.075 1.02 0.18 -0.65
C -1.470 0.951 -0.489 0.13 0.84 1.99
C -0.151 1.700 0.172 -3.07 -1.13 -3.51
C 1.152 0.979 0.234 6.30 1.28 5.28
H 1.980 0.321 -1.554 -0.49 -1.58 -0.61
H 3.277 -0.050 -0.436 -2.79 0.88 0.76
H 1.625 -1.459 1.485 0.77 -0.21 -4.67
H 1.560 -2.584 -0.489 1.28 3.38 1.78
H -0.168 -0.330 -0.650 1.06 -0.94 -1.25
H -0.172 -0.383 0.913 0.17 -2.82 -1.34
H -1.981 -1.994 -1.004 0.70 0.46 0.08
H -1.950 -2.179 0.672 -0.40 -0.47 1.26
H -2.510 0.115 0.901 -1.15 -0.05 2.98
H -2.216 1.669 -0.207 -0.34 1.27 -1.01
H -1.315 0.818 -1.537 -0.10 0.33 -0.87
H -0.365 2.533 -0.590 1.71 -0.26 1.59
H -0.412 1.914 1.189 -0.21 0.76 0.34
H 1.356 0.581 1.395 -1.21 0.78 -2.49
H 1.939 1.742 0.434 -0.56 0.64 -0.57
N -2.154 -0.171 0.067 0.37 -2.12 -2.69
```
Forces are in eV/Å.

Relative energy (zero: lowest compared OMol25 entry of this formula, charge and spin) (kJ/mol): 790.3
Energy (Ha): -330.16692
Kohn-Sham gap (eV): 9.0625
Net charge: 0



This record from the Open Molecules 2025 dataset describes a molecular structure, C38H57CaO29 in a non-equilibrium geometry. The level of theory is wB97M-V/def2-TZVPD.

Structure (XYZ):
```
125
Properties=species:S:1:pos:R:3:forces:R:3
Ca -1.042 4.364 -0.456 0.97 -1.82 0.06
C -0.359 0.357 0.789 0.95 -0.53 0.07
C -0.538 1.803 0.466 -1.07 0.58 -1.02
O -1.709 2.275 0.336 -0.90 0.31 0.52
O 0.420 2.565 0.174 0.85 0.08 0.18
H -0.940 -0.323 0.166 -0.12 0.37 -0.27
H -0.608 0.063 1.810 0.00 0.40 0.12
H 0.691 0.120 0.614 -0.04 -0.20 0.19
C -2.811 1.622 3.714 -0.79 0.37 0.67
C -3.673 0.426 4.013 -0.31 -0.38 0.26
C -5.071 0.690 4.599 0.12 0.45 -0.84
O -5.953 -0.005 3.696 0.23 0.00 0.34
C -5.261 -0.479 2.642 -0.89 -0.17 0.07
O -5.778 -1.048 1.724 0.32 0.10 0.00
O -3.960 -0.233 2.761 0.31 -0.16 -0.15
H -3.337 2.281 3.018 0.13 -0.32 -0.43
H -1.842 1.303 3.353 0.08 0.31 -0.03
H -2.741 2.243 4.610 0.52 -0.30 0.15
H -3.228 -0.325 4.669 0.59 0.20 -0.23
H -5.327 1.749 4.550 -0.07 -0.01 0.19
H -5.156 0.309 5.611 -0.26 -0.05 -0.03
C -3.662 -4.370 2.851 0.04 0.71 1.21
C -3.410 -3.625 1.548 -0.21 -0.90 1.05
C -2.142 -2.784 1.467 -0.21 0.62 -0.31
O -1.522 -3.252 0.277 1.08 0.17 0.01
C -2.101 -4.371 -0.185 -1.27 0.97 0.38
O -1.762 -4.956 -1.153 0.52 -0.63 -0.30
O -3.210 -4.623 0.548 0.05 -0.33 -0.65
H -4.641 -4.839 2.939 -0.05 0.01 -0.49
H -3.631 -3.657 3.686 -0.06 0.14 -0.14
H -2.921 -5.118 3.138 0.22 0.01 -0.56
H -4.276 -2.998 1.328 -0.05 -0.25 -0.32
H -1.461 -2.815 2.318 0.05 -0.43 -0.04
H -2.394 -1.739 1.286 -0.03 0.00 0.17
C -0.982 2.389 -6.963 0.42 -0.39 -0.08
C -1.573 1.903 -5.662 0.62 -0.34 -0.93
C -0.767 0.829 -4.926 -0.37 -0.32 -1.12
O -0.718 1.323 -3.583 -0.18 -0.75 0.89
C -1.305 2.486 -3.496 1.08 0.94 -1.53
O -1.400 3.126 -2.468 -0.22 0.56 0.51
O -1.588 2.984 -4.711 -1.11 -0.14 1.24
H -1.700 2.938 -7.566 0.01 0.08 0.06
H -0.656 1.511 -7.527 -0.18 0.04 -0.11
H -0.080 2.981 -6.804 -0.10 0.11 0.12
H -2.558 1.476 -5.872 -0.28 0.59 0.51
H 0.227 0.661 -5.338 0.17 0.24 0.38
H -1.344 -0.093 -4.978 0.35 -0.10 0.42
C 0.430 -1.885 -2.203 0.58 -0.47 0.44
C 1.568 -2.081 -3.198 -1.12 0.19 0.58
C 2.533 -3.225 -2.894 0.10 0.42 0.11
O 2.408 -4.108 -4.005 0.33 0.04 0.18
C 1.549 -3.590 -4.905 -0.35 -0.04 -0.38
O 1.279 -4.058 -5.959 0.18 -0.38 -0.14
O 0.996 -2.458 -4.449 0.20 0.59 -0.02
H -0.355 -1.238 -2.588 0.09 0.06 -0.02
H 0.858 -1.465 -1.286 -0.15 0.14 0.01
H -0.006 -2.841 -1.908 -0.14 0.00 -0.20
H 2.114 -1.143 -3.280 -0.03 -0.05 -0.49
H 2.305 -3.758 -1.973 -0.04 -0.02 -0.02
H 3.530 -2.783 -2.839 0.24 -0.54 -0.06
C 3.346 -0.349 4.077 -0.16 -0.69 -0.24
C 2.578 0.873 4.516 0.00 0.37 0.50
C 1.758 1.653 3.456 1.31 -0.83 1.02
O 0.490 1.832 4.063 -0.50 0.33 -0.46
C 0.382 1.091 5.183 0.78 -0.24 0.59
O -0.577 0.990 5.877 -0.42 0.14 -0.32
O 1.554 0.498 5.458 0.02 -0.47 -0.09
H 2.826 -0.906 3.293 -0.24 -0.05 0.18
H 3.459 -0.990 4.952 -0.03 -0.07 -0.07
H 4.355 -0.201 3.689 -0.05 0.62 0.12
H 3.240 1.527 5.089 0.01 0.16 -0.18
H 1.694 1.006 2.583 -0.24 0.53 -0.39
H 2.266 2.607 3.344 -0.44 0.15 -0.72
C 4.771 7.481 -0.131 0.70 -0.48 0.13
C 4.288 6.075 0.206 0.71 1.50 0.66
C 4.134 5.869 1.727 0.81 1.14 -0.79
O 2.729 5.745 1.906 -0.24 -0.44 -0.04
C 2.119 5.703 0.708 1.31 -0.90 0.87
O 0.975 5.360 0.605 -1.60 0.45 -0.64
O 2.946 5.939 -0.290 -0.19 -0.60 -0.29
H 4.826 7.641 -1.206 -0.28 0.09 0.00
H 5.798 7.575 0.234 -0.02 0.00 0.02
H 4.190 8.244 0.385 -0.23 -0.01 -0.20
H 5.002 5.337 -0.154 -0.62 -0.26 -0.74
H 4.492 6.765 2.232 -0.23 -0.03 0.26
H 4.774 5.048 2.046 -0.82 -0.47 0.39
C 0.448 -6.700 1.087 0.87 -0.72 -0.43
C 1.466 -5.713 1.610 0.48 0.17 -0.41
C 2.615 -5.397 0.647 0.46 -0.38 -0.56
O 2.722 -3.955 0.667 0.32 -0.05 0.18
C 1.692 -3.442 1.367 -0.27 -0.87 -0.36
O 1.506 -2.292 1.618 0.21 0.37 -0.15
O 0.860 -4.432 1.707 -0.85 0.70 0.90
H -0.500 -6.735 1.615 0.02 0.32 0.08
H 0.869 -7.709 1.122 0.03 0.03 0.21
H 0.321 -6.517 0.019 -0.49 0.23 0.11
H 1.929 -5.941 2.575 -0.52 -0.23 0.12
H 2.459 -5.744 -0.377 -0.39 0.28 -0.03
H 3.565 -5.842 0.938 0.02 0.26 0.29
C -5.843 1.129 -1.196 0.10 -0.02 0.36
C -4.404 0.898 -1.615 0.30 -0.58 0.07
C -3.769 -0.332 -0.923 -0.11 1.06 -0.25
O -3.103 -1.005 -1.990 0.08 -0.46 -0.49
C -3.503 -0.513 -3.193 -0.20 0.02 0.93
O -3.208 -0.933 -4.265 0.27 -0.17 0.01
O -4.281 0.554 -2.997 -0.68 0.29 -0.83
H -5.867 1.328 -0.122 0.10 0.05 0.01
H -6.422 0.214 -1.321 0.07 -0.03 -0.18
H -6.376 1.943 -1.684 0.30 0.05 -0.24
H -3.699 1.717 -1.510 -0.39 0.56 0.45
H -4.534 -0.943 -0.447 0.24 -0.29 0.01
H -3.018 0.050 -0.236 -0.10 -0.39 0.30
C 4.525 -0.167 -0.523 0.32 -0.40 0.47
C 3.439 0.607 -1.219 -0.07 1.13 -0.12
C 3.542 2.149 -1.039 0.40 -0.27 -0.12
O 3.702 2.663 -2.364 0.02 -0.08 0.39
C 3.703 1.644 -3.256 -0.01 1.25 -0.46
O 3.786 1.828 -4.428 -0.02 -0.43 0.05
O 3.576 0.481 -2.637 -0.06 -1.17 -0.17
H 5.520 0.062 -0.910 -0.15 0.37 -0.14
H 4.453 -1.253 -0.591 -0.45 0.05 -0.11
H 4.531 0.078 0.542 -0.09 0.01 0.00
H 2.411 0.346 -0.961 0.20 -0.56 0.08
H 4.429 2.402 -0.453 -0.09 0.15 0.03
H 2.634 2.570 -0.625 -0.07 0.03 0.27
```
Forces are in eV/Å.

Relative energy (zero: lowest compared OMol25 entry of this formula, charge and spin) (kJ/mol): 0.0
Energy (Ha): -4341.85098
Kohn-Sham gap (eV): 8.3847
Net charge: +1



This record from the Open Molecules 2025 dataset describes C5H7NO in the gas phase. The level of theory is wB97M-V/def2-TZVPD.

Structure (XYZ):
```
14
Properties=species:S:1:pos:R:3:forces:R:3
C 0.906 1.109 -0.769 0.08 0.01 0.08
C -0.510 0.585 -0.941 -0.33 -0.21 -0.25
C -0.828 -0.751 -0.922 0.17 0.19 -0.27
O -0.980 -1.495 1.026 0.21 0.14 0.19
C 0.099 -1.210 1.605 -0.03 -0.06 0.02
N 0.886 -0.183 1.330 -0.15 -0.14 -0.05
C 0.468 0.856 0.601 0.17 0.06 0.12
H 1.694 0.446 -1.123 -0.13 0.08 0.06
H 1.029 2.145 -1.078 -0.06 -0.14 0.03
H -1.306 1.319 -1.013 0.09 -0.09 0.04
H -0.057 -1.506 -1.037 -0.10 0.13 0.10
H -1.839 -1.076 -1.140 0.14 0.08 0.11
H 0.494 -1.907 2.358 -0.08 0.09 -0.11
H -0.146 1.620 1.083 0.01 -0.13 -0.07
```
Forces are in eV/Å.

Relative energy (zero: lowest compared OMol25 entry of this formula, charge and spin) (kJ/mol): 293.6
Energy (Ha): -324.61266
Kohn-Sham gap (eV): 9.3212
Net charge: 0



Q: Among the records above, which one has the lowest relative energy (zero: lowest compared OMol25 entry of this formula, charge and spin)?
A: C38H57CaO29



Q: The lowest energy belongs to which entry?
A: C27H37AsF3HgN3PS4



Q: What is the relative energy (zero: lowest compared OMol25 entry of this formula, charge and spin) in the first record?
A: 99.4 kJ/mol



Q: The lowest energy belongs to which entry?
A: C27H37AsF3HgN3PS4